1) Here is a 2-piece molecular cluster, C4H10FNO2S overall from the Open Molecules 2025 dataset. Energies are from ωB97M-V/def2-TZVPD.

Results
- gap between HOMO and LUMO (alpha / beta) (eV) = 10.24 / 4.68
- total charge = 0
- HOMO (alpha / beta) (eV) = -9.804 / -6.767

Each line ends with the natural charge from an NBO analysis.
Atoms and positions in Å:
C1 -2.21 -0.36 0.02  -0.7400
C2 -1.19 1.69 -1.13  -0.7292
C3 1.31 -0.93 -0.48  -0.6334
C4 -1.76 0.33 -1.20  0.5156
N1 2.96 -0.55 1.88  -1.0245
O1 1.61 1.30 0.60  -0.9432
O2 0.44 -0.39 2.00  -0.9405
F1 -1.76 -0.49 -2.28  -0.3365
S1 1.45 -0.06 1.04  2.1925
H1 -1.39 -0.79 0.55  0.2572
H2 -2.83 0.26 0.71  0.2245
H3 -2.81 -1.19 -0.17  0.2308
H4 -1.02 1.99 -2.15  0.2341
H5 -0.37 1.43 -0.51  0.2833
H6 -2.11 2.27 -0.80  0.2361
H7 1.86 -0.39 -1.28  0.2210
H8 1.38 -1.94 -0.39  0.1792
H9 2.65 -1.44 2.33  0.3839
H10 3.79 -0.74 1.25  0.3891

***

2) Here is one molecule with the formula C4H10FNO2S from the Open Molecules 2025 dataset. Energies are from ωB97M-V/def2-TZVPD.

Results
- gap between HOMO and LUMO (eV) = 7.87
- total charge = 0
- HOMO (eV) = -7.531

Each line ends with the natural charge from an NBO analysis.
Atoms and positions in Å:
C1 0.33 0.58 1.51  -0.4266
C2 0.27 -1.25 -0.05  -0.4663
C3 1.62 0.45 -0.66  -0.4042
C4 -0.72 0.79 -0.73  0.0801
N1 0.36 0.19 0.07  -0.2602
O1 -2.46 -0.47 1.09  -1.0220
O2 -2.42 -1.39 -1.24  -1.0105
F1 -0.89 2.07 -0.32  -0.3640
S1 -2.55 -0.24 -0.34  1.5396
H1 0.52 1.64 1.65  0.2340
H2 -0.74 0.44 1.69  0.2865
H3 0.95 -0.17 2.00  0.2182
H4 -0.24 -1.52 -0.92  0.2660
H5 1.22 -1.76 -0.04  0.2135
H6 -0.48 -1.62 0.80  0.2724
H7 1.67 -0.18 -1.52  0.2208
H8 1.63 1.51 -0.98  0.2257
H9 2.47 0.16 -0.14  0.2134
H10 -0.54 0.77 -1.86  0.1837

***

The least stable of them is 1).

***

1) Here is one molecule with the formula C5H11P from the Open Molecules 2025 dataset. Energies are from ωB97M-V/def2-TZVPD.

Results
- gap between HOMO and LUMO (eV) = 9.34
- total charge = 0
- SMILES = [H]/P=C(/C)C(C)C
- HOMO (eV) = -8.866

Each line ends with the natural charge from an NBO analysis.
Atoms and positions in Å:
C1 -0.25 -0.12 1.19  -0.2840
C2 1.18 -0.40 1.53  -0.6991
C3 -0.18 1.35 -0.77  -0.6039
C4 -0.28 -1.21 -1.02  -0.5945
C5 -0.70 0.00 -0.27  -0.2935
P1 -1.18 0.04 2.61  0.3723
H1 1.87 0.55 1.51  0.2255
H2 1.31 -0.93 2.41  0.2316
H3 1.67 -1.09 0.80  0.2177
H4 0.86 1.32 -0.72  0.2002
H5 -0.51 1.51 -1.79  0.2185
H6 -0.29 2.21 -0.01  0.2255
H7 0.85 -0.95 -1.20  0.1932
H8 -0.34 -2.07 -0.43  0.2145
H9 -0.81 -1.45 -1.96  0.2213
H10 -1.77 -0.04 -0.24  0.2098
H11 -2.58 0.40 2.12  -0.0551

***

2) Here is a 2-piece molecular cluster, C5H11P overall from the Open Molecules 2025 dataset. Energies are from ωB97M-V/def2-TZVPD.

Results
- gap between HOMO and LUMO (alpha / beta) (eV) = 7.30 / 8.25
- total charge = 0
- HOMO (alpha / beta) (eV) = -7.268 / -7.484

Each line ends with the natural charge from an NBO analysis.
Atoms and positions in Å:
C1 1.72 0.06 0.03  -0.4547
C2 1.71 1.45 0.42  -0.7372
C3 -1.08 -1.71 -0.19  -0.6594
C4 -1.49 0.95 0.12  -0.6613
C5 -1.05 -0.34 -0.53  -0.0414
P1 2.54 -1.31 -0.03  0.4411
H1 2.76 2.01 0.51  0.2117
H2 1.19 2.06 -0.31  0.2243
H3 1.36 1.69 1.42  0.2431
H4 -1.55 -2.22 -1.10  0.2315
H5 -0.02 -2.08 -0.05  0.2168
H6 -1.63 -2.00 0.85  0.2110
H7 -0.81 1.69 -0.27  0.2210
H8 -2.54 1.39 -0.25  0.2152
H9 -1.49 0.83 1.17  0.2150
H10 -0.87 -0.22 -1.61  0.1749
H11 1.24 -2.24 -0.21  -0.0515

***

The least stable of them is 2).

***

1) Here is a 2-piece molecular cluster, C6H9Br overall from the Open Molecules 2025 dataset. Energies are from ωB97M-V/def2-TZVPD.

Results
- gap between HOMO and LUMO (eV) = 9.95
- total charge = 0
- SMILES = C/C=C(\C)Br.C#C
- HOMO (eV) = -9.038

Each line ends with the natural charge from an NBO analysis.
Atoms and positions in Å:
C1 -0.06 -0.63 -2.00  -0.6373
C2 1.29 2.26 0.69  -0.2457
C3 -1.04 -0.11 -0.88  -0.2088
C4 0.49 2.20 1.59  -0.2298
C5 0.22 -1.26 0.96  -0.6764
C6 -0.92 -0.48 0.37  -0.0436
Br1 -2.28 -0.08 1.63  0.0316
H1 -0.37 -1.52 -2.57  0.2215
H2 0.88 -1.06 -1.61  0.2098
H3 1.98 2.36 -0.12  0.2351
H4 0.19 0.12 -2.65  0.2107
H5 -1.81 0.49 -1.23  0.2104
H6 -0.13 2.14 2.44  0.2373
H7 0.03 -2.33 0.78  0.2261
H8 0.31 -1.02 2.02  0.2309
H9 1.20 -1.09 0.59  0.2282

***

2) Here is one molecule with the formula C6H9Br from the Open Molecules 2025 dataset. Energies are from ωB97M-V/def2-TZVPD.

Results
- gap between HOMO and LUMO (alpha / beta) (eV) = 7.80 / 8.53
- total charge = 0
- HOMO (alpha / beta) (eV) = -7.731 / -8.098

Each line ends with the natural charge from an NBO analysis.
Atoms and positions in Å:
C1 -0.13 -0.61 -0.57  0.1610
C2 -1.40 -0.76 -0.41  -0.3027
C3 1.25 -0.20 -0.26  -0.3975
C4 1.11 0.44 1.10  -0.2402
C5 -2.31 -0.34 0.71  -0.6310
C6 1.80 0.79 -1.29  -0.5803
Br1 1.11 -0.66 2.63  0.0433
H1 -1.92 -1.27 -1.22  0.2215
H2 1.89 -1.08 -0.19  0.2390
H3 0.46 1.29 1.20  0.1894
H4 -2.81 -1.22 1.12  0.2208
H5 -3.08 0.34 0.33  0.2182
H6 -1.76 0.16 1.50  0.2158
H7 1.21 1.71 -1.28  0.2093
H8 1.76 0.36 -2.29  0.2172
H9 2.83 1.03 -1.06  0.2161

***

The least stable of them is 2).

***

1) Here is a 2-piece molecular cluster, C3H9OS overall from the Open Molecules 2025 dataset. Energies are from ωB97M-V/def2-TZVPD.

Results
- gap between HOMO and LUMO (alpha / beta) (eV) = 8.75 / 9.43
- total charge = 0
- multiplicity = 2
- HOMO (alpha / beta) (eV) = -7.960 / -9.872

Each line ends with the Mulliken spin population.
Atoms and positions in Å:
C1 2.15 -1.09 0.84  0.0102
O1 1.24 -1.87 0.12  0.0093
H1 1.75 -0.45 1.64  -0.0047
H2 2.65 -0.35 0.20  0.0018
H3 2.97 -1.65 1.28  0.0008
C2 -1.33 2.22 -0.18  0.0158
S1 -0.79 0.53 0.25  0.2018
C3 -0.84 -0.22 -1.30  0.7454
H4 -1.39 2.26 -1.26  -0.0003
H5 -2.30 2.44 0.25  0.0139
H6 -0.59 2.94 0.16  -0.0014
H7 -1.37 -1.16 -1.42  0.0183
H8 0.66 -1.28 -0.37  -0.0217
H9 -0.83 0.46 -2.14  0.0108

***

2) Here is a 2-piece molecular cluster, C3H9OS overall from the Open Molecules 2025 dataset. Energies are from ωB97M-V/def2-TZVPD.

Results
- gap between HOMO and LUMO (alpha / beta) (eV) = 10.39 / 6.95
- total charge = 0
- multiplicity = 2
- HOMO (alpha / beta) (eV) = -9.537 / -9.169

Each line ends with the Mulliken spin population.
Atoms and positions in Å:
C1 1.79 -0.05 -0.15  0.0153
C2 0.54 0.76 0.11  0.0382
C3 -0.54 0.67 -0.98  -0.0347
S1 -1.09 -1.02 -1.25  0.9776
H1 2.35 0.24 -1.05  -0.0032
H2 2.50 0.12 0.66  -0.0004
H3 1.65 -1.13 -0.23  -0.0120
H4 0.71 1.81 0.35  0.0003
H5 0.07 0.32 0.99  -0.0028
H6 -1.41 1.13 -0.49  0.0376
H7 -0.40 1.23 -1.91  -0.0145
H8 -2.03 -1.11 0.59  -0.0025
H9 -2.04 -1.95 1.82  -0.0002
O1 -2.09 -1.02 1.55  0.0012

***

The least stable of them is 1).